1.
Formula: C3H11N2
Source: OMol25
Level of theory: wB97M-V/def2-TZVPD

Its spin multiplicity is 2. For the energy relative to the best compared isomer or geometry (same formula, charge and spin), the calculation gives 219.30 kJ/mol. As for the expectation value of S²: 0.75. The HOMO-LUMO gap (spin up / spin down) is 6.639 / 7.289 eV. The value obtained for the molar mass is 75.14 g/mol.

Structure (XYZ):
```
16
C3H11N2 wB97M-V/def2-TZVPD
C 2.145 0.373 -1.644
N 1.582 -0.318 -0.561
H 2.051 1.457 -1.627
H 2.656 -0.203 -2.410
H -1.262 -1.474 0.065
H 2.311 -0.386 0.149
C -0.409 -0.292 1.600
N -0.827 -0.570 0.212
C -1.705 0.527 -0.259
H 0.413 0.405 1.541
H -0.217 -1.212 2.149
H -1.309 0.047 2.115
H 0.258 -0.621 -0.256
H -2.585 0.488 0.373
H -1.165 1.460 -0.151
H -1.934 0.321 -1.295
```

Mulliken atomic charge list, values in e, 2 entries:
1. C -0.7507
2. N -0.6773

=====

2.
Formula: C16H46N9O15P2Si
Source: OMol25
Level of theory: wB97M-V/def2-TZVPD

Its spin multiplicity is 1. The HOMO-LUMO gap is 6.256 eV. The value obtained for the molar mass is 694.63 g/mol. Its total charge is +1.

Structure (XYZ):
```
89
C16H46N9O15P2Si wB97M-V/def2-TZVPD
C 3.199 -0.185 2.428
Si 2.161 0.233 0.813
C 3.437 0.269 -0.629
C 1.388 1.995 1.165
O 0.937 -1.021 0.702
C 0.361 -1.132 -0.647
C -0.424 -2.565 -0.727
N -1.891 -2.538 -0.421
C -2.232 -2.239 1.010
N -2.201 -0.901 1.711
C -3.566 -0.263 1.836
C -3.467 1.394 1.639
C -4.783 1.862 0.779
C -4.897 3.474 0.502
C -3.511 4.319 0.735
N -2.401 3.949 -0.269
N -2.593 -3.334 1.806
O -2.931 -3.142 3.122
C -2.642 -4.768 1.321
P -1.021 -5.614 1.896
O -1.260 -7.071 2.542
O -0.264 -4.673 3.199
O 0.178 -5.818 0.649
P -2.897 -1.728 -1.620
N -2.989 -0.119 -1.522
O -2.218 -2.111 -3.211
O -4.494 -2.488 -1.558
H 2.544 -0.179 3.401
H 3.744 -1.239 2.301
H 4.085 0.597 2.557
H 4.472 0.729 -0.334
H 2.907 0.838 -1.534
H 3.544 -0.858 -1.010
H 1.863 2.420 2.168
H 0.230 1.964 1.343
H 1.686 2.695 0.275
H -0.282 -0.187 -0.894
H 1.209 -1.172 -1.487
H -0.259 -3.103 -1.759
H 0.086 -3.270 0.090
H -1.670 -0.917 2.609
H -3.987 -0.440 2.916
H -4.310 -0.617 0.975
H -3.508 1.872 2.728
H -2.436 1.727 1.183
H -5.731 1.572 1.442
H -4.856 1.248 -0.219
H -5.809 3.905 1.108
H -5.185 3.612 -0.647
H -3.140 4.321 1.847
H -3.770 5.456 0.480
H -2.841 3.484 -1.105
H -1.878 4.815 -0.565
H -2.859 -4.048 3.568
H -2.893 -4.901 0.187
H -3.528 -5.304 1.915
H 0.175 -3.843 2.799
H 0.925 -5.167 0.903
H -2.422 0.156 -0.691
H -2.422 -1.349 -3.848
H -4.294 -3.461 -1.793
C 0.665 -4.373 -4.784
N 1.859 -3.543 -4.468
O 1.659 -2.429 -3.971
O 2.964 -4.034 -4.729
H -0.234 -3.819 -4.504
H 0.676 -4.572 -5.857
H 0.744 -5.297 -4.207
C 3.022 4.801 -2.789
N 2.952 4.505 -1.332
O 3.328 3.386 -0.963
O 2.521 5.404 -0.600
H 3.418 3.926 -3.308
H 2.009 5.026 -3.128
H 3.684 5.659 -2.919
C 4.238 -5.112 -0.302
N 4.134 -4.373 0.985
O 5.182 -3.932 1.471
O 3.003 -4.255 1.471
H 5.285 -5.138 -0.611
H 3.860 -6.122 -0.133
H 3.632 -4.579 -1.038
C 2.943 8.374 1.409
N 3.737 9.386 0.661
O 4.922 9.528 0.984
O 3.147 10.009 -0.230
H 3.585 7.905 2.158
H 2.111 8.895 1.886
H 2.589 7.634 0.688
```

Mulliken atomic charge list, values in e, 2 entries:
1. C -0.9326
2. Si 0.6104

=====

3.
Formula: C4H9N2
Source: OMol25
Level of theory: wB97M-V/def2-TZVPD

Its spin multiplicity is 3. For the energy relative to the best compared isomer or geometry (same formula, charge and spin), the calculation gives 242.99 kJ/mol. As for the expectation value of S²: 2.01. The HOMO-LUMO gap (spin up / spin down) is 6.778 / 9.693 eV. The value obtained for the molar mass is 85.13 g/mol. Its total charge is +1.

Structure (XYZ):
```
15
C4H9N2 wB97M-V/def2-TZVPD
C 1.885 1.295 0.274
C 0.834 -1.854 0.082
C -1.637 0.902 0.048
C -1.028 -0.437 -0.380
N 0.431 -0.610 0.039
N 1.262 0.294 -0.184
H 1.722 1.596 1.296
H 2.607 1.890 -0.361
H 1.808 -2.358 0.258
H -0.032 -2.435 0.071
H -0.929 1.621 -0.309
H -2.499 1.018 -0.607
H -1.937 1.004 1.074
H -1.574 -1.219 0.194
H -0.911 -0.707 -1.495
```

Mulliken atomic charge list, values in e, 2 entries:
1. C -0.1773
2. C -0.3682